No. 1
Computed, not measured: a 5-piece molecular cluster, C35H76ClN3O6PS6 overall at a distorted geometry, with the ωB97M-V functional and the def2-TZVPD basis.

Structure (XYZ):
```
128
Properties=species:S:1:pos:R:3:forces:R:3:lowdin_charge:R:1
C -6.66132 -1.05015 5.63431 0.7185 0.2342 0.3350 -0.142
C -5.15698 -0.73621 6.16527 -0.4835 -0.9546 -0.1816 -0.245
C -4.24528 0.00318 5.02916 -0.2024 -0.3667 0.8056 -0.195
C -3.86372 1.52474 5.45752 -0.8902 -0.4648 -0.1383 -0.189
C -3.99989 2.58307 4.25329 0.0396 -0.4165 -0.4039 -0.207
C -2.63476 2.78712 3.42309 -0.2173 -0.0765 0.0673 -0.213
C -1.45808 3.50337 4.25384 0.0755 -0.1285 0.2392 -0.214
C -0.60286 4.57835 3.42455 0.3036 -0.3739 -0.0500 -0.218
C 0.09366 4.00379 2.08503 -0.5558 1.2015 -0.5327 -0.226
C 1.21289 5.06804 1.59597 0.1551 0.1141 0.6131 -0.211
C 2.72862 4.64058 1.92377 -0.4584 -0.1990 0.0674 -0.209
C 3.39334 3.60954 0.88197 1.0245 1.3909 0.1198 -0.207
C 3.39695 4.16089 -0.65487 0.2791 -1.3799 0.3891 -0.178
C 2.09901 3.59160 -1.43255 0.4957 0.5837 -0.6543 -0.228
C 2.42532 3.01937 -2.90233 0.1239 0.2098 0.1039 -0.191
C 1.17689 2.18997 -3.56200 0.5405 -0.4494 1.0367 -0.119
C 0.90616 0.86029 -2.67470 1.1397 -0.9266 -1.6489 -0.092
C 1.57394 -0.50992 -2.90158 -2.8145 2.8864 2.4311 -0.075
C 2.62847 -1.01833 -3.97957 0.3246 0.1534 1.1981 -0.112
C 2.13497 -2.24867 -4.89281 0.2452 0.5872 -0.9215 -0.269
C 0.55579 -2.53835 -4.86318 1.1891 -0.8540 -0.0065 -0.460
S 0.33215 -4.26878 -5.59585 -0.7476 -0.2101 1.2927 0.799
C 0.34392 -5.32910 -4.03916 0.0724 0.3432 0.2501 -0.946
S 1.67692 -5.23291 -3.03218 -1.7508 -0.0353 -0.8567 0.666
N -0.86728 -6.14199 -3.82724 1.5863 0.6247 0.3086 -0.246
C -1.52023 -5.86922 -2.51364 -1.5021 0.3179 1.1125 -0.262
C -2.87837 -4.98790 -2.63792 0.1877 -0.6796 0.9950 -0.096
C -0.64920 -7.59905 -4.08730 0.0003 -1.3264 0.1360 -0.234
C 0.25452 -8.36757 -3.00486 0.3208 -1.0447 -0.6022 -0.127
N 1.00435 -1.31628 -1.79367 -1.1132 4.5799 -0.9707 0.094
C 0.08364 -0.50830 -1.04857 2.0504 0.4926 0.2176 -0.330
P -0.74950 -1.44661 0.36969 -2.9254 -1.8789 0.0077 0.950
O 0.38288 -2.40264 1.24000 -0.0666 3.5883 -1.3178 -0.309
O -1.60237 -0.35594 1.37543 3.7451 -0.8389 -0.3309 -0.338
N -0.01980 0.84867 -1.53624 3.2443 -5.4694 -1.4662 -0.431
Cl -1.01591 2.06560 -0.87509 0.7215 -0.8553 -0.5718 0.821
H -7.31913 -1.52933 6.44682 1.0896 0.7491 -1.0895 0.069
H -7.12995 -0.04925 5.33297 0.4653 -1.6257 0.0910 0.075
H -6.58121 -1.79741 4.76402 -0.3278 1.4292 1.1256 0.069
H -5.22646 -0.13285 7.13751 0.2613 -0.7481 -1.4187 0.097
H -4.70972 -1.77278 6.42980 -0.4638 1.8229 -0.3425 0.099
H -3.29498 -0.62497 4.92595 -1.2481 0.9544 0.0172 0.072
H -4.83888 -0.05525 4.05453 0.8579 0.3068 1.2732 0.067
H -2.82473 1.47590 5.93084 -1.3857 0.4419 -0.6196 0.108
H -4.62685 1.83314 6.26213 1.2856 -0.4072 -1.0815 0.105
H -4.46086 3.58008 4.61694 1.0744 -1.4565 -0.5352 0.117
H -4.76677 2.14535 3.51361 1.0277 0.6556 1.0977 0.093
H -2.87862 3.34403 2.43634 0.4868 -0.7630 1.5845 0.111
H -2.26184 1.73524 3.14423 -0.6328 1.4305 0.1816 0.089
H -1.92073 4.00630 5.17702 0.6950 -0.6013 -1.3514 0.115
H -0.76751 2.66869 4.66694 -0.9461 1.4444 -0.6530 0.112
H 0.23404 5.05937 4.06519 -1.4055 -0.9415 -0.7869 0.117
H -1.28490 5.43925 3.10159 0.8790 -1.1590 0.4363 0.120
H 0.51163 2.93964 2.18931 -0.5378 1.4887 -0.0246 0.103
H -0.72487 4.01658 1.26403 1.2531 -0.4070 1.3106 0.072
H 1.01062 6.04502 2.18363 0.2686 -1.4976 -1.0368 0.112
H 1.09538 5.32368 0.48902 0.2082 -0.4224 1.4743 0.089
H 3.34481 5.61837 1.98142 -0.7761 -1.7415 -0.1307 0.119
H 2.73236 4.13482 2.96733 0.0811 0.9664 -1.5437 0.116
H 4.50819 3.51753 1.17668 -1.7870 -0.0436 -0.3543 0.095
H 2.93270 2.56708 0.97381 0.4773 1.3922 -0.3043 0.096
H 4.36132 3.72918 -1.12109 -1.5502 0.6414 0.5280 0.108
H 3.50663 5.30079 -0.69988 -0.3986 -1.6443 0.1615 0.121
H 1.37871 4.48446 -1.57857 0.7008 -1.7218 0.4197 0.114
H 1.66300 2.75790 -0.78430 0.3493 1.3150 -0.8411 0.063
H 3.38029 2.36622 -2.86072 -1.6055 0.9248 -0.1315 0.124
H 2.65456 3.92555 -3.56853 -0.3413 -1.5651 0.7572 0.110
H 0.27878 2.89582 -3.56707 0.9898 -1.2368 0.0908 0.115
H 1.39647 1.87011 -4.64315 -0.2068 0.5544 1.7645 0.091
H 3.01332 -0.10775 -4.57938 -0.9253 -1.4365 1.0037 0.129
H 3.54238 -1.40366 -3.37841 -1.4591 0.7872 -0.8712 0.132
H 2.78448 -3.17994 -4.67979 -1.4672 1.5167 -0.0727 0.076
H 2.38938 -1.96331 -5.98776 -0.4525 -0.5024 1.7585 0.122
H 0.01009 -1.83180 -5.57522 0.5682 -0.9851 1.2523 0.092
H 0.09595 -2.60664 -3.81854 0.6114 0.4203 -1.6147 0.058
H -1.84345 -6.86310 -2.02320 0.6413 1.4963 -0.8842 0.121
H -0.85140 -5.34172 -1.74698 -0.6105 -0.8340 -1.2629 0.094
H -3.71061 -5.60317 -3.14135 1.3820 1.1879 0.4614 0.083
H -3.22708 -4.82144 -1.54460 0.5032 -0.1602 -1.7392 0.077
H -2.71521 -3.96045 -3.10678 -0.2398 -1.5362 0.3923 0.066
H -1.69284 -8.10117 -4.06419 1.6524 0.9634 -0.1866 0.134
H -0.21256 -7.75422 -5.14897 -0.7141 0.3916 1.7733 0.134
H -0.16901 -8.33198 -1.93549 0.7664 0.2293 -1.6872 0.077
H 0.24324 -9.48737 -3.30583 -0.0542 1.7662 0.4641 0.087
H 1.37069 -8.06817 -3.04675 -1.9741 -0.2677 0.2622 0.051
H 1.21086 -2.31296 -1.60340 -0.3283 0.8605 -0.0553 0.141
H 1.08989 -1.78755 1.55064 -0.1319 -0.9132 0.1055 0.067
H -0.94366 -0.02698 2.04587 -1.1573 0.2011 -0.4238 0.067
C 8.87618 1.77406 2.11878 0.0027 0.0725 0.0830 -0.267
S 7.60949 1.14703 0.99540 -0.0713 0.2584 -0.0702 0.808
O 6.85629 2.32597 0.46513 0.1274 -0.3568 0.2748 -0.569
C 6.58634 0.38036 2.27142 -0.0556 0.0420 0.1307 -0.277
H 9.61102 2.32882 1.53432 -0.1251 -0.0816 -0.0497 0.053
H 8.42444 2.43894 2.85729 -0.0588 -0.0381 -0.0842 0.060
H 9.36901 0.93748 2.61740 -0.0465 -0.0021 -0.0733 0.055
H 6.27556 1.13082 3.00077 0.0483 0.0267 -0.0774 0.057
H 7.15238 -0.41158 2.76542 0.0080 0.0396 -0.0680 0.053
H 5.70437 -0.04931 1.79487 0.1137 0.0624 -0.0722 0.041
C 1.80908 2.95326 -8.47096 -0.1093 0.0411 0.0385 -0.266
S 3.24223 3.12505 -7.38610 0.0042 0.1301 -0.1175 0.831
O 2.73207 3.23140 -5.98186 -0.0378 -0.0206 -0.3254 -0.575
C 3.69157 4.78825 -7.92499 -0.0361 0.0825 0.0589 -0.261
H 1.34192 1.98721 -8.27513 0.1186 0.0483 0.0318 0.047
H 1.09064 3.75010 -8.26979 0.0911 -0.0052 0.0497 0.060
H 2.13256 2.99269 -9.51250 0.0467 -0.0172 0.0781 0.057
H 2.85758 5.47220 -7.75747 -0.0066 -0.1049 0.0315 0.061
H 3.95486 4.76917 -8.98402 -0.0049 -0.0782 0.0652 0.057
H 4.55360 5.11840 -7.34435 -0.0641 -0.1320 -0.0058 0.054
C -0.82730 -4.60636 5.70017 -0.0583 -0.0758 -0.1150 -0.263
S -0.35617 -2.86441 5.75820 -0.2362 0.1217 0.2396 0.828
O -1.60061 -2.07094 5.97940 0.3910 -0.2648 -0.2544 -0.548
C 0.07059 -2.72583 4.00707 -0.1504 -0.1525 0.0726 -0.302
H -1.16948 -4.90368 6.69201 0.0597 0.1525 -0.0458 0.055
H -1.63500 -4.75113 4.98012 0.0216 0.0997 0.0329 0.060
H 0.03827 -5.21015 5.42114 0.0033 0.0684 0.0372 0.053
H -0.78846 -2.98672 3.38756 -0.0003 -0.0054 0.1613 0.051
H 0.90818 -3.39008 3.78575 -0.0378 0.0142 0.0341 0.056
H 0.36403 -1.69461 3.80516 -0.0382 -0.0087 0.2415 0.033
C -4.60185 -0.88012 0.46887 -0.0001 -0.1898 0.0013 -0.276
S -5.91985 0.17586 1.10985 -0.1399 -0.1191 0.1820 0.806
O -6.43144 -0.45647 2.36208 0.1637 0.1047 -0.5438 -0.550
C -7.10779 -0.18470 -0.20177 -0.0535 -0.0743 -0.0562 -0.266
H -3.76040 -0.83972 1.15922 -0.2382 0.0827 0.0235 0.008
H -4.95492 -1.91029 0.38902 -0.0828 0.0675 0.0198 0.062
H -4.28376 -0.51475 -0.50993 -0.0524 0.0462 0.0213 0.050
H -7.30594 -1.25741 -0.24036 0.0532 0.0413 0.0871 0.059
H -6.70967 0.15851 -1.15864 0.0172 0.0255 0.0705 0.051
H -8.03441 0.34754 0.01568 0.1292 -0.0004 0.0754 0.053
```
Positions in Å, forces in eV/Å.

Values from the calculation:
E_tot ... -141087.705 eV
Net charge ... +1

=====

No. 2
Computed, not measured: a 2-piece molecular cluster, C19H26N3 overall at a distorted geometry, with the ωB97M-V functional and the def2-TZVPD basis.

Structure (XYZ):
```
48
Properties=species:S:1:pos:R:3:forces:R:3:lowdin_charge:R:1
C 1.86544 4.24718 3.17134 0.1111 0.2016 0.1732 -0.031
C 1.06667 3.00331 3.01152 0.1220 -0.3769 0.1381 -0.240
C 1.49045 1.81825 3.63509 -0.2399 -0.2378 0.2321 -0.003
C 0.70816 0.67923 3.56362 0.5035 -0.6373 -0.1369 -0.009
C -0.43851 0.61744 2.74185 -0.0014 0.4086 -0.1125 -0.193
C -1.21817 -0.58446 2.73858 -0.3588 1.0976 0.1924 0.133
C -2.63645 -0.53196 2.70583 -1.0256 0.1524 -0.1058 -0.187
C -3.43010 -1.61890 2.21476 0.3580 0.2638 0.3687 0.010
C -4.80496 -1.48991 2.09428 -0.1242 -0.1704 -0.0482 -0.051
C -5.44411 -0.28768 2.43016 0.5273 0.3565 0.0680 -0.021
C -4.69926 0.77694 2.96789 -0.0719 -0.2650 -0.0580 -0.042
C -3.33188 0.63727 3.16868 0.1872 0.0018 -0.6491 0.003
C -0.78628 1.81392 2.02756 -0.6087 -0.1821 0.5200 0.003
C -0.09376 2.99513 2.23249 -0.3136 -0.3012 -0.2042 -0.014
H 1.26138 5.14363 3.01910 0.0807 -0.0967 -0.0803 0.089
H 2.28990 4.28358 4.17571 0.0902 0.0763 -0.1040 0.091
H 2.68935 4.24780 2.45015 -0.0537 0.0832 0.0740 0.105
H 2.42530 1.80040 4.21069 -0.5339 0.0989 -0.1374 0.130
H 0.93578 -0.22881 4.12634 0.1162 0.4623 -0.3042 0.076
H -0.71533 -1.54557 2.82844 0.1963 0.0908 0.0577 0.111
H -2.91444 -2.53761 1.93045 -0.2550 0.2041 -0.0101 0.126
H -5.41668 -2.32120 1.73381 0.3589 0.2603 0.0457 0.120
H -6.51993 -0.16231 2.27308 0.4223 -0.1559 0.1016 0.124
H -5.19988 1.71615 3.21161 0.1860 -0.3663 0.1195 0.120
H -2.76567 1.43312 3.65918 -0.2104 -0.2984 -0.1949 0.127
H -1.63927 1.78901 1.35072 0.1839 0.0312 0.1111 0.127
H -0.44660 3.93886 1.80318 0.1863 -0.4950 -0.0850 0.130
C 3.74077 -3.73570 5.28590 0.4499 -0.1003 0.5272 -0.077
N 3.23414 -2.74916 4.35444 -0.3171 0.1263 -0.2578 -0.165
C 2.99796 -1.47457 4.99649 -0.0981 0.2855 0.1784 -0.081
C 2.47075 -3.07098 3.24987 -0.2538 -0.0437 -0.3326 -0.426
N 1.58024 -2.22816 2.79254 -0.0424 -0.7084 -0.2045 0.109
N 2.73030 -4.30084 2.68461 0.2104 -0.0500 -0.0726 -0.162
C 3.98119 -5.01544 2.85259 0.6766 -0.5858 -0.2782 -0.080
C 1.88190 -4.88884 1.66200 -0.4783 -0.0524 0.0410 -0.056
H 3.26809 -4.71980 5.20291 0.0246 0.3504 0.0099 0.092
H 4.82544 -3.83871 5.15695 -0.1888 -0.1970 0.2383 0.089
H 3.58930 -3.34572 6.29906 -0.1358 -0.2732 -0.1345 0.090
H 2.78614 -0.72499 4.22847 0.1287 -0.1926 0.3451 0.050
H 2.15141 -1.57265 5.71447 0.2798 0.3121 -0.4039 0.107
H 3.88567 -1.16914 5.58003 -0.3201 -0.1940 -0.3728 0.101
H 1.21130 -2.58421 1.89395 0.3810 0.3406 0.7116 0.030
H 4.76224 -4.38506 3.29686 -0.3470 -0.2834 -0.4199 0.079
H 3.85437 -5.92235 3.48669 0.1675 0.4874 -0.3970 0.101
H 4.32352 -5.35413 1.84613 -0.0512 0.2822 0.7722 0.097
H 1.51562 -4.14848 0.93471 0.1766 -0.2301 0.1378 0.076
H 2.48894 -5.62779 1.10957 -0.5257 0.3408 0.2591 0.089
H 1.00125 -5.39261 2.11411 0.4305 0.1792 -0.3185 0.101
```
Positions in Å, forces in eV/Å.

Values from the calculation:
Relative energy (zero: lowest compared OMol25 entry of this formula, charge and spin) ... 36.0 kJ/mol
Net charge ... +1